1.
Density functional theory data (ωB97M-V/def2-TZVPD) for a 10-piece molecular cluster, C34H64N4O6 overall at a distorted geometry.

Molar mass: 624.9 u
HOMO energy: -9.4 eV
SMILES string: CC(C)=O.CC(C)=O.CC(C)=O.CC(C)=O.CC(C)=O.CC(C)=O.CCCC#N.CCCC#N.CCCC#N.CCCC#N
E_tot: -54539.51490 eV
Net charge: 0
Energy relative to the best compared isomer or geometry (same formula, charge and spin): 2.1 kJ/mol

Geometry (Å):
C: -6.041 -1.018 2.366
C: -4.989 -1.874 1.729
C: -3.586 -1.363 1.844
O: -5.279 -2.833 1.048
H: -6.771 -1.636 2.918
H: -6.566 -0.567 1.507
H: -5.710 -0.243 3.036
H: -3.501 -0.632 2.648
H: -3.299 -0.834 0.938
H: -2.818 -2.116 1.998
C: 1.349 4.679 0.045
C: 0.464 4.429 1.279
C: -0.803 5.298 1.321
O: 0.636 3.540 2.095
H: 1.485 3.761 -0.507
H: 2.301 5.041 0.467
H: 0.928 5.430 -0.694
H: -0.355 6.334 1.363
H: -1.413 5.049 2.189
H: -1.239 5.115 0.310
C: -3.037 2.640 -0.332
C: -4.485 2.383 0.074
C: -5.016 3.466 0.965
O: -5.107 1.407 -0.203
H: -2.435 3.150 0.437
H: -3.184 3.441 -1.082
H: -2.543 1.803 -0.790
H: -4.908 3.152 1.985
H: -6.126 3.576 0.836
H: -4.485 4.400 0.921
C: 6.368 0.560 1.922
C: 6.226 -0.355 3.118
C: 5.025 -0.197 3.980
O: 7.008 -1.266 3.308
H: 5.487 1.199 1.760
H: 6.768 0.076 1.060
H: 7.165 1.275 2.167
H: 5.126 -0.761 4.867
H: 4.119 -0.540 3.518
H: 4.891 0.877 4.184
C: 6.060 -1.794 -2.706
C: 6.479 -1.495 -1.273
C: 6.118 -2.392 -0.113
O: 7.167 -0.516 -1.087
H: 5.985 -2.856 -2.877
H: 6.663 -1.231 -3.416
H: 5.074 -1.381 -2.841
H: 6.637 -3.347 -0.219
H: 5.076 -2.629 0.060
H: 6.504 -1.955 0.777
C: 0.639 -4.560 -4.321
C: 1.274 -3.979 -3.050
C: 0.541 -4.313 -1.770
O: 2.304 -3.410 -3.038
H: 1.279 -4.106 -5.141
H: -0.351 -4.203 -4.445
H: 0.576 -5.666 -4.427
H: 0.750 -3.523 -1.040
H: 1.085 -5.179 -1.429
H: -0.477 -4.564 -1.930
C: 2.320 -0.428 -4.728
C: 0.769 -0.602 -4.800
C: 0.044 0.771 -4.706
C: 0.169 1.426 -3.451
N: 0.421 1.922 -2.444
H: 2.591 0.423 -4.052
H: 2.670 -0.186 -5.734
H: 2.792 -1.351 -4.340
H: 0.370 -1.253 -4.022
H: 0.551 -1.044 -5.792
H: -1.037 0.675 -4.906
H: 0.506 1.380 -5.462
C: -4.403 0.043 -3.349
C: -5.008 -1.224 -2.742
C: -3.941 -1.960 -1.932
C: -2.781 -2.287 -2.747
N: -1.853 -2.490 -3.405
H: -5.155 0.508 -3.996
H: -3.608 -0.150 -4.054
H: -4.145 0.766 -2.556
H: -5.385 -1.916 -3.526
H: -5.815 -0.981 -2.032
H: -4.346 -2.870 -1.493
H: -3.562 -1.365 -1.108
C: -1.230 0.256 6.359
C: -0.218 0.525 5.242
C: -0.271 1.895 4.517
C: -1.401 1.947 3.643
N: -2.264 1.940 2.871
H: -2.238 0.674 6.150
H: -0.857 0.701 7.294
H: -1.430 -0.788 6.500
H: -0.192 -0.178 4.452
H: 0.770 0.440 5.803
H: 0.669 2.124 3.954
H: -0.355 2.746 5.204
C: -0.209 -0.571 -0.456
C: 0.094 0.479 0.616
C: 1.345 0.110 1.471
C: 1.148 -1.180 2.202
N: 1.054 -2.231 2.630
H: -1.092 -0.246 -1.066
H: -0.581 -1.473 0.055
H: 0.697 -0.807 -1.013
H: -0.762 0.627 1.249
H: 0.246 1.434 0.214
H: 1.558 0.924 2.248
H: 2.320 0.100 0.930

Mulliken atomic charge list, values in e, 4 entries: C -1.1082; C 0.7848; C -0.3336; O -0.5749

2.
Density functional theory data (ωB97M-V/def2-TZVPD) for an isolated ion of composition C8H5O5S and charge -1 at a distorted geometry.

Molar mass: 213.2 u
HOMO energy: -5.4 eV
E_tot: -29451.00688 eV
Net charge: -1
Energy relative to the best compared isomer or geometry (same formula, charge and spin): 0.0 kJ/mol

Geometry (Å):
C: 0.508 -1.200 0.738
C: 1.296 -0.674 -0.241
C: -0.621 -0.664 1.223
C: 0.978 0.620 -0.674
C: -0.974 0.619 0.860
C: -0.181 1.221 -0.232
C: -2.291 1.202 1.308
C: -0.634 2.473 -0.812
O: -3.441 -1.859 -0.465
O: -2.358 1.918 2.293
O: -4.803 0.057 -1.400
O: 0.015 3.278 -1.498
O: -3.333 0.654 0.767
S: -3.505 -0.462 -0.915
H: 0.765 -2.211 1.052
H: 2.225 -1.136 -0.484
H: -1.066 -1.082 2.125
H: 1.481 1.160 -1.537
H: -1.750 2.585 -0.821

Mulliken atomic charge list, values in e, 4 entries: C -0.2516; C -0.6510; C -0.4287; C -0.3740

3.
Density functional theory data (ωB97M-V/def2-TZVPD) for F8Li3N4O16S8 as an isolated structure at a distorted geometry.

Molar mass: 741.4 u
HOMO energy: -7.3 eV
E_tot: -147749.34526 eV
Net charge: -1
Energy relative to the best compared isomer or geometry (same formula, charge and spin): 1352.9 kJ/mol

Geometry (Å):
Li: 2.862 3.641 -3.167
Li: -1.114 -1.346 3.502
Li: -0.605 0.738 -1.067
N: -3.795 0.138 0.911
S: -4.963 -0.698 -0.088
O: -5.771 0.079 -1.040
O: -5.504 -1.950 0.449
F: -3.776 -1.261 -1.075
S: -4.782 1.173 1.373
O: -6.011 0.822 2.056
O: -4.726 2.474 0.714
F: -3.731 1.394 2.544
N: 0.070 6.282 -2.616
S: -0.364 6.502 -1.022
O: -0.288 5.274 -0.277
O: -1.326 7.586 -0.658
F: 0.991 7.240 -0.644
S: -1.350 5.754 -2.974
O: -2.602 6.477 -2.804
O: -1.412 4.306 -2.875
F: -1.227 5.891 -4.585
N: 1.098 -6.785 3.250
S: 0.606 -6.347 1.726
O: 0.719 -7.406 0.712
O: 0.717 -4.936 1.359
F: -1.006 -6.403 1.994
S: 2.562 -6.587 2.795
O: 3.098 -5.258 2.849
O: 3.054 -7.533 1.816
F: 3.365 -7.138 4.100
N: 3.190 0.456 -1.116
S: 3.861 0.331 0.266
O: 5.236 -0.141 0.446
O: 2.856 0.047 1.271
F: 4.174 1.921 0.426
S: 3.990 -0.857 -1.815
O: 4.095 -2.129 -1.132
O: 5.036 -0.569 -2.726
F: 2.776 -1.182 -2.878

Mulliken atomic charge list, values in e, 4 entries: Li 0.9735; Li 0.9916; Li 0.9797; N -0.2455

4.
Density functional theory data (ωB97M-V/def2-TZVPD) for a 2-piece molecular cluster, C5H6O2 overall at a distorted geometry.

Molar mass: 98.1 u
HOMO energy: -9.9 eV
E_tot: -9376.11366 eV
Net charge: 0
Energy relative to the best compared isomer or geometry (same formula, charge and spin): 94.7 kJ/mol

Geometry (Å):
C: 1.593 0.803 0.905
C: 0.569 -0.194 0.414
C: -0.625 -0.970 -1.586
C: 0.048 0.002 -0.974
C: -2.481 0.470 1.001
O: -3.248 -0.353 1.154
O: 0.184 -1.109 1.115
H: 2.141 0.376 1.748
H: 1.076 1.708 1.247
H: 2.287 1.097 0.111
H: -0.806 -1.907 -1.064
H: -0.998 -0.870 -2.601
H: 0.259 0.948 -1.468

Mulliken atomic charge list, values in e, 4 entries: C -1.1683; C 0.8333; C -0.6166; C -0.2602

5.
Density functional theory data (ωB97M-V/def2-TZVPD) for C6H13NO as an isolated structure at a distorted geometry.

Molar mass: 115.2 u
HOMO energy: -7.1 eV
E_tot: -9966.00479 eV
Net charge: 0
Energy relative to the best compared isomer or geometry (same formula, charge and spin): 498.8 kJ/mol

Geometry (Å):
C: -0.647 -0.002 0.785
C: -2.468 0.782 0.122
C: -0.174 0.534 -0.456
C: 2.621 0.849 0.322
C: 1.649 -0.068 -0.349
N: -0.903 -1.344 0.932
C: 2.001 -1.218 -0.918
O: -3.132 -0.373 -0.408
H: -2.836 -0.496 -1.319
H: -0.323 0.510 1.687
H: -1.425 -1.617 1.754
H: -1.276 -1.792 0.100
H: -2.933 1.023 1.078
H: -2.575 1.635 -0.554
H: -0.515 0.062 -1.369
H: 0.001 1.602 -0.488
H: 2.471 0.862 1.407
H: 2.488 1.877 -0.034
H: 3.667 0.572 0.129
H: 3.044 -1.491 -1.094
H: 1.264 -1.905 -1.330

Mulliken atomic charge list, values in e, 4 entries: C 0.0212; C -0.6137; C -0.8844; C -1.2724

energy relative to the best compared isomer or geometry (same formula, charge and spin) of number 5 (C6H13NO)?
498.8 kJ/mol

Which of these has the highest E_tot?
C5H6O2

Which value of E_tot does entry 1 give?
-54539.51490 eV

Among the records above, which one has the highest molar mass?
F8Li3N4O16S8